{
  "formula": "C32H92ClN8O14",
  "method": "the ωB97M-V functional and the def2-TZVPD basis",
  "gap_ev": 7.5265,
  "max_force_ev_per_a": 4.7,
  "charge": -1,
  "e_above_lowest_kj_mol": 172.3,
  "symbols": ["Cl", "O", "O", "O", "O", "O", "H", "H", "O", "H", "H", "C", "C", "C", "O", "C", "N", "H", "H", "H", "H", "H", "H", "H", "H", "H", "H", "H", "C", "C", "C", "O", "C", "N", "H", "H", "H", "H", "H", "H", "H", "H", "H", "H", "H", "C", "C", "C", "O", "C", "N", "H", "H", "H", "H", "H", "H", "H", "H", "H", "H", "H", "C", "C", "C", "O", "C", "N", "H", "H", "H", "H", "H", "H", "H", "H", "H", "H", "H", "C", "C", "C", "O", "C", "N", "H", "H", "H", "H", "H", "H", "H", "H", "H", "H", "H", "C", "C", "C", "O", "C", "N", "H", "H", "H", "H", "H", "H", "H", "H", "H", "H", "H", "C", "C", "C", "O", "C", "N", "H", "H", "H", "H", "H", "H", "H", "H", "H", "H", "H", "C", "C", "C", "O", "C", "N", "H", "H", "H", "H", "H", "H", "H", "H", "H", "H", "H"],
  "coordinates": [[0.0256, 0.4452, 0.2146], [-0.2208, 0.9535, 1.5291], [0.9138, 1.3464, -0.4546], [0.7161, -0.8667, 0.1515], [-1.2094, 0.1689, -0.4517], [2.0860, 6.2786, -3.5625], [1.7217, 5.4823, -3.1759], [2.3445, 6.8133, -2.8118], [-3.9856, -4.6204, -3.7018], [-4.7743, -4.8576, -3.2139], [-3.6861, -3.8081, -3.2935], [8.5170, 1.0144, -4.2927], [8.3033, -0.0875, -5.2773], [8.9078, -1.3322, -4.7412], [10.2671, -1.1975, -4.9086], [11.0566, -2.3879, -4.9802], [6.8908, -0.1750, -5.4936], [8.2378, 1.9777, -4.7194], [9.5522, 1.0626, -3.9549], [7.8221, 0.8543, -3.4683], [8.8038, 0.2697, -6.1772], [8.5529, -2.1386, -5.3831], [8.5485, -1.4642, -3.7206], [11.9657, -2.3367, -4.3810], [11.3473, -2.6097, -6.0070], [10.4521, -3.2773, -4.8022], [6.4890, 0.2132, -4.6522], [6.6365, 0.5592, -6.1388], [-3.1390, 2.3135, -7.8624], [-4.1919, 1.3506, -8.4496], [-5.0412, 1.9758, -9.5689], [-6.1831, 1.0943, -9.8056], [-6.9676, 1.2825, -11.0377], [-3.4849, 0.2031, -8.9558], [-2.4151, 2.5492, -8.6425], [-2.6893, 1.7701, -7.0313], [-3.5356, 3.2439, -7.4559], [-4.8613, 1.0069, -7.6610], [-4.4985, 2.1839, -10.4910], [-5.4964, 2.9080, -9.2344], [-7.5523, 0.3978, -11.2900], [-6.3746, 1.4348, -11.9396], [-7.6748, 2.0831, -10.8214], [-2.9981, -0.1685, -8.1527], [-2.8053, 0.4887, -9.6463], [2.0803, -3.7946, 8.1837], [1.1957, -4.9693, 7.8824], [-0.2401, -4.7536, 8.4098], [-0.3025, -4.8269, 9.8250], [-1.6989, -4.9557, 10.3281], [1.2471, -5.3609, 6.5217], [3.1346, -4.0493, 8.0755], [1.9154, -3.5981, 9.2431], [1.7493, -2.9625, 7.5624], [1.6413, -5.8940, 8.2492], [-0.9798, -5.4043, 7.9434], [-0.4161, -3.7010, 8.1878], [-2.0935, -5.9424, 10.0856], [-2.3177, -4.1612, 9.9111], [-1.5421, -4.8973, 11.4052], [0.6057, -6.0731, 6.2032], [0.9203, -4.5894, 5.9578], [-8.2013, -0.8357, -0.9351], [-8.9680, -1.6811, 0.1155], [-7.9606, -2.3710, 1.0478], [-7.0516, -3.3281, 0.4436], [-5.8678, -3.6316, 1.2270], [-9.8031, -0.7810, 0.9115], [-7.3565, -1.4064, -1.3208], [-7.7531, -0.0142, -0.3763], [-8.8503, -0.5313, -1.7561], [-9.6644, -2.3868, -0.3374], [-8.5211, -2.8834, 1.8297], [-7.3628, -1.6011, 1.5356], [-5.6243, -2.9115, 2.0082], [-5.0123, -3.4885, 0.5670], [-5.7715, -4.6579, 1.5813], [-10.4635, -0.3271, 0.2967], [-9.2055, -0.0291, 1.2239], [-1.7754, 9.8838, 2.0008], [-1.7308, 8.3876, 1.8939], [-2.7593, 7.8177, 0.9031], [-4.1022, 8.2207, 1.1515], [-4.8590, 8.2698, -0.0548], [-0.4806, 7.9175, 1.6096], [-1.1532, 10.3273, 1.2234], [-1.5074, 10.2945, 2.9742], [-2.8084, 10.2146, 1.8930], [-2.0774, 7.9863, 2.8462], [-2.6346, 6.7361, 0.9558], [-2.4111, 8.1386, -0.0787], [-4.5311, 8.9065, -0.8765], [-5.8463, 8.5777, 0.2895], [-5.0818, 7.2494, -0.3665], [0.0295, 8.1642, 2.4456], [-0.3288, 6.9220, 1.6873], [7.7555, 1.4563, 3.4585], [8.5747, 0.4364, 4.2964], [9.2019, -0.5303, 3.2727], [9.7360, -1.6081, 4.1090], [10.4664, -2.4605, 3.2394], [9.5723, 0.9919, 5.2089], [8.0853, 1.6624, 2.4402], [7.6120, 2.3739, 4.0291], [6.7110, 1.1447, 3.4553], [7.9189, -0.0359, 5.0279], [10.0997, -0.0062, 2.9452], [8.5470, -0.8646, 2.4681], [10.6796, -3.3816, 3.7817], [11.4738, -2.0584, 3.1316], [10.1390, -2.6172, 2.2116], [10.0622, 0.2934, 5.7495], [10.3229, 1.2359, 4.5787], [2.7982, -8.1289, -4.2466], [3.7932, -7.2330, -5.0793], [4.4444, -7.9473, -6.3046], [5.2251, -9.0789, -5.9996], [6.1968, -9.4034, -6.9778], [3.0522, -6.0035, -5.3006], [3.1952, -9.1438, -4.2276], [1.7624, -8.0874, -4.5834], [2.6994, -7.7007, -3.2491], [4.5209, -6.9899, -4.3052], [5.1403, -7.1773, -6.6377], [3.7130, -8.2170, -7.0665], [6.8468, -8.5320, -7.0564], [5.7353, -9.5032, -7.9602], [6.7614, -10.3256, -6.8398], [2.7606, -5.5633, -4.4396], [3.7488, -5.3146, -5.5459], [-8.0583, 3.3993, 6.9090], [-7.5375, 4.6335, 6.2298], [-6.3361, 5.3190, 6.9663], [-6.5275, 5.5078, 8.4375], [-7.3710, 6.4859, 9.0044], [-7.0910, 4.3089, 4.8929], [-7.2859, 2.6387, 7.0233], [-8.8247, 2.9597, 6.2707], [-8.4332, 3.6102, 7.9106], [-8.2820, 5.3751, 5.9402], [-6.1967, 6.2874, 6.4858], [-5.4146, 4.7690, 6.7754], [-8.3968, 6.3616, 9.3514], [-7.4135, 7.3325, 8.3191], [-6.8814, 6.9217, 9.8753], [-6.3272, 3.6527, 4.9709], [-6.7510, 5.1419, 4.4339]],
  "forces_ev_per_a": [[1.8, -3.3, -0.9], [-0.1, -0.2, 0.8], [-0.3, 1.3, -0.8], [-0.2, 1.0, 1.4], [-1.2, 1.3, -0.6], [0.1, 0.1, -0.3], [-0.1, -0.3, 0.1], [0.1, 0.1, 0.2], [0.0, -0.2, -0.2], [-0.2, -0.1, 0.1], [0.2, 0.2, 0.1], [0.5, 1.0, 0.6], [0.4, 1.8, 0.0], [-0.9, -0.9, -1.4], [2.4, -0.3, 0.5], [-0.9, -0.2, -0.7], [-1.2, -0.1, -0.4], [0.1, 0.1, -0.1], [0.0, 0.1, 0.2], [0.3, 0.0, 0.5], [0.1, -0.8, -0.4], [-0.3, -0.4, 0.2], [0.3, -0.3, 0.4], [-0.3, 0.1, 0.3], [0.3, 0.6, -0.4], [0.0, 0.0, 0.9], [-0.6, -0.5, 0.3], [-0.1, -0.1, -0.6], [-0.9, 0.0, 0.1], [0.1, 1.1, -0.7], [-1.8, -0.5, 0.4], [0.2, -0.4, -1.4], [0.7, 0.1, 1.5], [-0.4, -0.9, 0.0], [0.2, 0.0, 0.2], [0.4, 0.2, -0.1], [-0.1, 0.1, 0.0], [-0.2, 0.1, -0.1], [0.3, -0.2, -0.1], [0.3, 0.4, 0.2], [0.1, -0.3, 0.7], [0.4, 0.5, 0.2], [0.0, 0.3, -0.5], [0.4, -0.5, -0.2], [0.2, 0.0, 0.0], [-0.2, -0.4, 0.5], [-0.3, -2.4, 1.0], [0.8, 0.9, 0.5], [-1.5, -0.7, 0.5], [2.5, 0.0, -0.4], [-0.3, 1.3, -2.9], [-0.1, 0.2, -0.4], [0.1, 0.5, 0.0], [0.4, 0.3, 0.1], [-0.2, 0.2, 1.6], [0.1, -0.1, -0.2], [-0.7, 0.2, -0.6], [-0.1, 0.0, -0.2], [-0.1, 0.0, 0.2], [-0.5, 0.2, -0.1], [0.0, -0.6, 0.8], [0.3, 0.5, -0.5], [0.2, -1.2, 0.4], [0.8, 0.5, -0.8], [0.2, -0.8, 0.5], [-0.1, 0.4, 0.5], [0.4, 0.8, -1.1], [0.0, -0.3, 0.5], [-0.1, -0.1, -0.3], [-0.2, 0.4, -0.3], [0.1, 0.3, 0.1], [0.3, -0.3, -0.1], [-0.1, 0.0, 0.2], [0.1, 0.3, 0.0], [-0.7, 0.0, 0.4], [0.0, -0.1, -0.4], [-0.7, 0.0, 0.2], [-0.2, -0.1, -0.1], [0.1, 0.2, 0.3], [-0.5, 0.7, -0.2], [-4.5, -0.1, 1.2], [0.8, 0.4, -0.1], [1.1, 0.4, -0.8], [-1.5, -0.9, 1.4], [4.0, -0.8, 0.0], [0.0, 0.1, 0.0], [0.5, -0.3, 0.1], [-0.1, 0.0, -0.3], [-0.3, 0.0, 0.6], [-0.3, -0.3, -0.1], [-0.2, 0.0, -0.4], [0.5, 0.0, 0.3], [0.0, 0.6, -0.2], [0.5, -0.2, -0.6], [0.9, 0.6, -0.1], [-0.8, -0.6, -0.6], [-0.6, 0.3, 1.6], [-0.8, -0.3, -0.5], [0.6, -0.1, 3.2], [-1.0, -0.2, -2.4], [1.7, -0.2, 1.2], [0.8, 1.0, -1.1], [0.2, -0.1, 0.2], [0.7, 0.4, -0.1], [0.0, -0.6, -0.6], [-0.5, -0.6, -0.7], [-0.1, 0.2, -0.9], [0.0, -0.2, 0.1], [-0.6, -0.3, -0.3], [0.3, 0.4, -0.2], [-0.8, -0.1, 0.3], [-0.7, -0.7, 0.2], [0.5, 0.9, 0.0], [0.6, 0.3, -0.6], [-1.6, -1.8, 2.7], [0.1, 1.4, 0.3], [-0.1, -1.1, 1.2], [-0.6, 1.2, -0.7], [0.7, 1.0, -1.7], [-0.3, -0.1, 0.3], [0.1, -0.2, -0.7], [0.5, -0.2, 0.2], [1.0, -0.5, -0.4], [0.0, 0.2, -0.9], [-0.2, 0.3, -0.1], [0.6, -0.1, -0.1], [-0.3, -0.1, -0.2], [-0.3, 0.1, 0.9], [-0.5, -0.7, 0.6], [0.2, 0.4, -0.8], [-0.3, -0.1, 0.1], [1.2, 0.8, -0.2], [-2.1, 0.8, 1.3], [0.3, -1.4, -0.8], [0.9, 1.9, -0.9], [0.3, -0.7, -0.4], [0.3, 0.1, -0.1], [-0.2, 0.0, 0.2], [-0.1, 0.0, -0.1], [-0.6, 0.1, 1.2], [0.0, 0.4, 0.1], [-0.1, -0.3, 0.7], [-0.2, -1.4, -0.5], [-0.2, 0.3, -0.3], [0.4, -0.3, 0.2], [0.3, -0.2, -0.4], [0.1, 0.0, -0.2]]
}

{
  "formula": "C7H14NOS",
  "method": "the ωB97M-V functional and the def2-TZVPD basis",
  "gap_ev": [7.6220, 6.8676],
  "max_force_ev_per_a": 2.9,
  "charge": 1,
  "e_above_lowest_kj_mol": 523.6,
  "symbols": ["C", "C", "C", "C", "C", "C", "C", "N", "O", "S", "H", "H", "H", "H", "H", "H", "H", "H", "H", "H", "H", "H", "H", "H"],
  "coordinates": [[0.1930, -1.5272, -0.5726], [-1.0506, -1.9583, -0.1013], [-1.8797, -1.0413, 0.7939], [-2.1306, 0.3665, 0.2306], [-1.2085, 1.4473, 0.8035], [0.1994, 1.4741, 0.2097], [3.0428, 0.6676, -1.2246], [0.9576, 0.3240, 0.5164], [2.8508, -1.2332, 0.6226], [2.5625, 0.1728, 0.5120], [0.9798, -2.1188, -1.0115], [-1.5703, -2.0952, -1.0797], [-1.0286, -2.9877, 0.3054], [-2.8359, -1.5326, 0.9790], [-1.3590, -0.9587, 1.7494], [-2.0599, 0.3621, -0.8599], [-3.1524, 0.6541, 0.4859], [-1.6588, 2.4211, 0.6050], [-1.1388, 1.3259, 1.8842], [0.1520, 1.6459, -0.8764], [0.7326, 2.3395, 0.6305], [4.0814, 0.3883, -1.3597], [2.9141, 1.7380, -1.3240], [2.4071, 0.1259, -1.9186]],
  "forces_ev_per_a": [[0.6, 1.8, 0.6], [-0.5, -0.4, 0.8], [-0.2, 0.3, -0.1], [0.1, 0.1, 0.3], [0.1, -0.2, -0.3], [-0.4, 1.5, 0.0], [-0.2, 0.0, 0.6], [-0.4, -2.7, -0.8], [0.4, -1.1, 0.2], [-0.3, 0.9, -1.2], [0.3, -0.2, 0.1], [0.1, 0.0, -0.2], [0.2, 0.1, -0.2], [0.1, -0.1, 0.0], [0.0, -0.1, 0.0], [-0.1, 0.0, -0.1], [0.0, -0.1, -0.1], [0.1, 0.0, 0.1], [0.0, 0.1, 0.1], [0.1, -0.1, 0.1], [-0.1, 0.0, -0.1], [0.1, 0.0, 0.2], [0.0, 0.2, 0.0], [-0.1, -0.1, 0.1]]
}

{
  "formula": "C6H10O",
  "method": "the ωB97M-V functional and the def2-TZVPD basis",
  "gap_ev": 8.3877,
  "max_force_ev_per_a": 2.3,
  "smiles": "CC(C)=C/C=C/O",
  "e_above_lowest_kj_mol": 237.7,
  "symbols": ["C", "C", "C", "C", "C", "C", "O", "H", "H", "H", "H", "H", "H", "H", "H", "H", "H"],
  "coordinates": [[-0.6115, 1.8031, -2.0245], [-0.9414, 0.8158, -0.9271], [-2.0214, -0.2060, -1.2069], [-0.1197, 0.6952, 0.1619], [0.3575, -0.5737, 0.7127], [1.4821, -0.6656, 1.4129], [1.9572, -1.6990, 2.1669], [-1.5007, 2.3964, -2.2677], [-0.3473, 1.2244, -2.9074], [0.1856, 2.4532, -1.6785], [-3.0193, 0.2191, -1.1377], [-1.9070, -0.7724, -2.1374], [-1.8835, -0.9705, -0.4416], [-0.0734, 1.5329, 0.8609], [-0.3199, -1.4299, 0.6840], [2.1365, 0.1968, 1.2857], [1.8033, -2.5070, 1.6660]],
  "forces_ev_per_a": [[-1.6, 0.8, 1.4], [0.6, -0.6, -0.4], [1.6, -1.2, 0.0], [-0.9, -0.3, -0.1], [-1.7, -0.8, 1.1], [0.1, 1.3, -0.7], [0.1, -0.1, -0.6], [0.2, 0.1, -0.3], [0.3, 0.0, 0.0], [0.2, 0.1, -0.3], [0.0, 0.2, 0.0], [-0.2, 0.4, -0.3], [-0.6, 0.0, 0.1], [1.6, 0.7, -0.9], [0.2, -0.1, -0.1], [0.2, -0.1, 0.8], [-0.1, -0.2, 0.3]]
}

{
  "formula": "C3H8NS2",
  "method": "the ωB97M-V functional and the def2-TZVPD basis",
  "gap_ev": 11.0033,
  "max_force_ev_per_a": 3.2,
  "smiles": "C[N@H+]1[C@H](S)[C@@H]1S",
  "charge": 1,
  "e_above_lowest_kj_mol": 197.3,
  "symbols": ["C", "N", "C", "S", "C", "S", "H", "H", "H", "H", "H", "H", "H", "H"],
  "coordinates": [[-1.2470, 1.2121, -0.6942], [-0.2740, 0.1396, -0.4405], [0.9310, 0.2602, 0.4044], [2.4959, -0.1636, -0.4195], [-0.2133, -0.6396, 0.8113], [-0.4050, -2.4777, 1.0647], [-1.3799, 1.8389, 0.1477], [-0.9802, 1.9779, -1.4927], [-2.3095, 0.9231, -0.9094], [-0.1541, -0.2291, -1.3576], [0.9125, 1.3068, 0.8887], [2.9029, -1.1414, 0.3727], [-0.6882, -0.1698, 1.6832], [0.4088, -2.8373, -0.0589]],
  "forces_ev_per_a": [[-1.6, 2.2, -0.8], [-2.0, 1.1, -0.7], [0.8, 1.4, 0.4], [-0.8, 0.5, -0.1], [0.8, -1.2, 1.3], [1.5, 1.5, -2.3], [0.3, 0.4, 1.3], [0.4, -1.6, 0.6], [1.3, -0.7, 0.0], [0.8, -1.7, -0.4], [0.2, -1.9, -0.5], [-0.1, -0.4, 0.5], [-0.5, -0.1, -0.8], [-1.0, 0.4, 1.5]]
}